Below is a structure of composition C2H2Cl3NO at a distorted geometry, with properties calculated with ωB97M-V/def2-TZVPD.

Atoms and positions in Å:
C1 0.27293 0.81432 -0.24916
C2 0.61989 -0.58530 0.05954
N1 -1.45410 0.69050 0.60111
O1 -2.36163 0.56302 -0.10816
Cl1 2.34171 -1.10912 0.37299
Cl2 -0.04920 -1.69367 -1.32563
Cl3 -0.35645 -1.22466 1.57556
H1 0.76032 1.55539 0.32090
H2 0.22654 0.98952 -1.24714

HOMO = -9.21 eV
LUMO = -0.6 eV
ΔE to the lowest compared entry with this formula, charge and spin = 89.75 kcal/mol
total charge = 0

Below is a cluster of 2 separate species, C2H2Cl3NSi in total at a distorted geometry, with properties calculated with ωB97M-V/def2-TZVPD.

Atoms and positions in Å:
C1 3.29868 0.10224 -0.80863
C2 -0.62407 -0.09184 0.06335
N1 3.55972 0.08556 -1.92229
Si1 -2.31563 -0.22848 0.56587
Cl1 -2.98237 0.71119 2.22166
Cl2 3.19812 0.41696 0.76128
Cl3 -3.82636 -0.97413 -0.51755
H1 0.11826 0.28663 0.67660
H2 -0.42636 -0.30813 -1.04028

HOMO (alpha / beta) = -5.60 / -11.70 eV
expectation value of S² = 2.004
2S+1 = 3
LUMO (alpha / beta) = 0.1 / -2.2 eV
ΔE to the lowest compared entry with this formula, charge and spin = 0.00 kcal/mol
total charge = 0